The following is a DFT calculation (ωB97M-V with the def2-TZVPD basis set) of 10 unconnected molecules or ions with the total composition C10H40N20O10.

Each line ends with the Löwdin charge.
Geometry (Å):
1 C -2.993 -2.644 0.708  -0.729
2 O -3.774 -2.641 1.653  0.016
3 N -2.619 -1.524 0.003  0.149
4 N -2.294 -3.678 0.294  0.173
5 H -2.823 -0.635 0.431  0.100
6 H -1.728 -1.665 -0.448  0.054
7 H -2.623 -4.609 0.488  0.120
8 H -1.646 -3.490 -0.459  0.051
9 C 3.157 -3.174 2.339  -0.652
10 O 1.948 -3.039 2.330  0.022
11 N 4.032 -2.585 1.492  0.171
12 N 3.794 -3.984 3.247  0.151
13 H 5.023 -2.733 1.480  0.104
14 H 3.591 -1.968 0.827  0.087
15 H 4.764 -4.135 3.038  0.088
16 H 3.406 -3.959 4.176  0.113
17 C 0.694 0.290 -0.019  -0.682
18 O 0.567 0.861 1.070  -0.001
19 N 1.363 -0.866 -0.204  0.179
20 N 0.275 0.822 -1.159  0.179
21 H 1.068 -1.427 -0.990  0.059
22 H 1.614 -1.359 0.642  0.066
23 H 0.398 0.244 -1.973  0.083
24 H -0.319 1.647 -1.063  0.058
25 C -0.116 -3.656 -2.755  -0.669
26 O -0.254 -2.918 -1.761  -0.033
27 N 1.122 -3.891 -3.200  0.179
28 N -1.127 -4.172 -3.451  0.193
29 H 1.971 -3.549 -2.789  0.119
30 H 1.135 -4.255 -4.140  0.104
31 H -0.884 -4.913 -4.085  0.112
32 H -2.055 -3.914 -3.164  0.122
33 C 1.090 0.608 -4.739  -0.715
34 O 2.292 0.826 -4.862  0.022
35 N 0.476 -0.542 -5.013  0.156
36 N 0.168 1.457 -4.192  0.130
37 H 1.007 -1.167 -5.597  0.110
38 H -0.491 -0.620 -4.719  0.040
39 H -0.727 1.359 -4.641  0.085
40 H 0.617 2.310 -3.896  0.098
41 C -0.562 -1.002 4.139  -0.695
42 O 0.272 -0.990 5.032  -0.004
43 N -0.356 -1.660 2.983  0.186
44 N -1.775 -0.428 4.255  0.172
45 H -0.973 -1.559 2.197  0.074
46 H 0.600 -1.961 2.819  0.047
47 H -2.403 -0.493 3.473  0.090
48 H -1.954 0.171 5.041  0.106
49 C 2.715 1.830 4.392  -0.713
50 O 3.574 2.694 4.375  0.016
51 N 1.939 1.445 5.418  0.150
52 N 2.463 1.031 3.299  0.152
53 H 2.002 2.101 6.181  0.103
54 H 1.634 0.484 5.462  0.062
55 H 2.910 1.361 2.461  0.101
56 H 1.641 0.470 3.432  0.057
57 C -3.091 -0.100 -3.663  -0.671
58 O -2.273 -0.709 -4.374  -0.017
59 N -2.720 0.545 -2.548  0.175
60 N -4.326 0.224 -4.031  0.172
61 H -1.830 0.335 -2.127  0.071
62 H -3.428 1.037 -2.031  0.106
63 H -4.622 -0.079 -4.944  0.119
64 H -4.918 0.700 -3.376  0.108
65 C 0.943 4.482 2.464  -0.726
66 O 1.912 4.619 1.702  -0.007
67 N 0.759 5.275 3.521  0.153
68 N 0.137 3.404 2.415  0.166
69 H 1.467 5.818 3.978  0.111
70 H -0.188 5.158 3.842  0.091
71 H -0.585 3.192 3.076  0.100
72 H 0.631 2.764 1.802  0.065
73 C -1.212 3.785 -1.589  -0.668
74 O -1.539 2.933 -0.761  -0.008
75 N -1.473 3.643 -2.920  0.152
76 N -0.554 4.918 -1.291  0.190
77 H -1.308 4.391 -3.570  0.105
78 H -2.156 2.916 -3.066  0.080
79 H -0.306 5.090 -0.328  0.109
80 H -0.146 5.452 -2.037  0.106

Output
calculated total energy	-61305.793	eV
orbital gap	0.3131	hartree
SMILES string	NC(N)=O.NC(N)=O.NC(N)=O.NC(N)=O.NC(N)=O.NC(N)=O.NC(N)=O.NC(N)=O.NC(N)=O.NC(N)=O
energy above the lowest of the compared OMol25 structures with the same formula, charge and spin	190.6	kJ/mol
multiplicity	1